Entry 1:
Entry from OMol25: a structure of composition C30H36N6S4V at a distorted geometry (ωB97M-V with the def2-TZVPD basis set).

Each line ends with the Löwdin spin population.
Positions of all 77 atoms, in Å:
V1 -0.102 -0.413 0.106  1.4797
C1 2.741 2.940 0.468  0.0004
C2 2.088 4.055 1.222  0.0001
S1 1.294 3.543 2.801  0.0002
C3 -0.171 4.660 2.848  0.0001
C4 -1.510 3.976 2.439  0.0022
S2 -1.239 2.878 1.046  0.0097
C5 -2.777 3.205 0.108  -0.0001
C6 -2.997 2.285 -1.095  0.0024
S3 -1.548 1.408 -1.667  0.0000
C7 -0.428 2.570 -2.490  -0.0012
C8 0.694 3.152 -1.582  -0.0005
S4 1.631 1.961 -0.563  0.0003
H1 3.209 2.246 1.172  0.0000
H2 3.572 3.232 -0.175  -0.0001
H3 1.382 4.655 0.663  0.0000
H4 2.835 4.798 1.586  0.0000
H5 0.039 5.497 2.188  0.0000
H6 -0.148 4.988 3.914  0.0000
H7 -2.190 4.777 2.125  0.0003
H8 -1.904 3.402 3.268  0.0001
H9 -2.763 4.199 -0.287  0.0001
H10 -3.641 3.073 0.774  0.0000
H11 -3.489 2.913 -1.900  0.0002
H12 -3.654 1.479 -0.728  0.0001
H13 -0.973 3.385 -2.899  -0.0003
H14 0.124 2.060 -3.317  0.0000
H15 0.259 3.929 -0.925  0.0000
H16 1.454 3.551 -2.229  -0.0001
N1 0.795 -1.722 -3.962  0.0071
C9 0.158 -1.358 -2.867  0.0097
N2 0.755 -1.050 -1.704  0.0012
C10 2.073 -1.476 -1.588  -0.0023
N3 2.603 -1.665 -0.395  0.0013
N4 1.700 -1.252 0.546  -0.0094
C11 2.138 -1.189 1.807  0.0128
C12 1.275 -0.614 2.772  0.0049
C13 1.584 -0.390 4.103  0.0011
C14 0.570 0.019 4.966  0.0076
C15 -0.710 0.134 4.427  0.0013
C16 -0.954 -0.005 3.042  0.0139
N5 0.012 -0.336 2.184  0.0060
C17 2.893 -1.643 -2.757  -0.0003
C18 4.318 -1.695 -2.771  -0.0003
C19 4.999 -1.778 -3.951  0.0005
C20 4.315 -1.883 -5.146  -0.0005
C21 2.928 -1.960 -5.187  0.0007
C22 2.227 -1.795 -3.964  -0.0006
H17 0.276 -2.054 -4.778  0.0003
H18 -0.892 -1.199 -2.867  0.0004
H19 3.086 -1.682 2.068  0.0002
H20 2.585 -0.637 4.493  -0.0001
H21 0.691 0.173 6.041  0.0003
H22 -1.523 0.507 5.005  -0.0001
H23 -1.951 0.003 2.637  0.0014
H24 4.826 -1.648 -1.793  0.0000
H25 6.081 -1.672 -3.948  0.0000
H26 4.911 -1.989 -6.098  0.0000
H27 2.404 -2.110 -6.140  0.0000
C23 -4.111 -1.180 0.578  -0.0082
C24 -3.422 -2.476 0.669  -0.0528
C25 -4.102 -3.573 1.189  0.0088
C26 -3.531 -4.829 1.376  -0.0588
C27 -2.268 -5.012 0.805  0.0138
C28 -1.486 -3.996 0.174  -0.0566
C29 -0.177 -4.331 -0.373  -0.0093
C30 -2.044 -2.712 0.254  -0.0216
N6 -1.227 -1.605 0.093  -0.3548
H28 -4.806 -0.997 1.444  -0.0010
H29 -4.773 -1.084 -0.337  -0.0031
H30 -3.420 -0.305 0.606  -0.0008
H31 -5.131 -3.380 1.541  0.0011
H32 -4.067 -5.590 1.957  -0.0031
H33 -1.898 -6.028 0.737  0.0014
H34 0.579 -4.703 0.286  -0.0024
H35 0.246 -3.485 -0.888  -0.0002
H36 -0.325 -5.150 -1.148  -0.0031

Calculated values
Energy relative to the best compared isomer or geometry (same formula, charge and spin)   0.1712 eV
Charge   +2
Frontier orbital gap (alpha / beta)   6.651 / 6.431 eV
HOMO level (alpha / beta)   -13.242 / -13.011 eV
Max |F|   3.622 eV/Å
Expectation value of S²   0.9977
Spin multiplicity   2

Entry 2:
Entry from OMol25: a structure of composition C30H37Br6F21O14 at a distorted geometry (ωB97M-V with the def2-TZVPD basis set).

Each line ends with the Löwdin charge.
Positions of all 108 atoms, in Å:
C1 15.397 -16.718 -9.250  -1.5629
Br1 14.085 -15.278 -9.066  0.6282
Br2 16.736 -16.398 -10.600  0.5940
Br3 14.361 -18.318 -9.615  0.5822
H1 15.912 -16.703 -8.300  -0.0285
C2 6.894 -6.749 -11.935  -1.5545
Br4 6.888 -5.046 -10.969  0.5576
Br5 7.470 -6.561 -13.814  0.5896
Br6 5.152 -7.629 -11.892  0.5828
H2 7.615 -7.375 -11.431  -0.0715
C3 9.319 -19.119 -16.473  -0.0553
C4 9.326 -19.035 -14.941  -0.2053
O1 10.582 -18.977 -14.289  0.0454
C5 11.059 -17.807 -13.901  -0.3871
O2 10.458 -16.779 -13.962  0.1635
C6 12.467 -17.901 -13.288  -0.5717
F1 12.366 -17.608 -11.998  0.1303
F2 12.955 -19.137 -13.403  0.1672
F3 13.286 -17.064 -13.894  0.1936
H3 9.631 -18.154 -16.879  0.0717
H4 8.259 -19.160 -16.729  0.0863
H5 9.855 -19.997 -16.815  0.0836
H6 8.809 -19.961 -14.677  0.1241
H7 8.675 -18.251 -14.555  0.1248
C7 12.626 -18.250 -17.465  -0.0377
C8 12.390 -16.796 -17.897  -0.1872
O3 12.054 -16.003 -16.747  0.0301
C9 11.320 -14.928 -16.977  -0.3857
O4 10.779 -14.687 -18.018  0.1635
C10 11.211 -13.922 -15.822  -0.5667
F4 11.824 -14.386 -14.741  0.1492
F5 11.759 -12.753 -16.133  0.1826
F6 9.932 -13.721 -15.534  0.1837
H8 13.546 -18.332 -16.895  0.0817
H9 12.695 -18.796 -18.409  0.0851
H10 11.766 -18.704 -16.981  0.0391
H11 11.596 -16.767 -18.645  0.1172
H12 13.210 -16.322 -18.436  0.1336
C11 10.407 -6.800 -9.889  -0.0562
C12 10.925 -5.698 -8.982  -0.2020
O5 12.331 -5.726 -8.817  0.0441
C13 12.843 -6.505 -7.889  -0.3923
O6 12.243 -7.216 -7.137  0.1644
C14 14.403 -6.532 -7.869  -0.5527
F7 14.857 -6.539 -9.127  0.1617
F8 14.904 -5.481 -7.226  0.1782
F9 14.802 -7.648 -7.273  0.1720
H13 10.958 -7.715 -9.650  0.0708
H14 10.534 -6.584 -10.950  0.0751
H15 9.363 -7.072 -9.733  0.0690
H16 10.396 -5.732 -8.028  0.1275
H17 10.634 -4.735 -9.400  0.1267
C15 11.756 -9.527 -14.788  -0.0435
C16 12.554 -9.068 -13.578  -0.1914
O7 12.695 -7.640 -13.511  0.0530
C17 13.455 -7.122 -12.584  -0.4149
O8 13.982 -7.721 -11.697  0.1681
C18 13.516 -5.585 -12.713  -0.4997
F10 14.750 -5.152 -12.390  0.1598
F11 13.217 -5.171 -13.954  0.1622
F12 12.644 -4.993 -11.856  0.1458
H18 12.339 -9.756 -15.679  0.0826
H19 11.071 -8.722 -15.059  0.0829
H20 11.206 -10.434 -14.546  0.0521
H21 13.510 -9.591 -13.631  0.1239
H22 12.060 -9.316 -12.647  0.1004
C19 12.705 -11.799 -8.778  -0.0486
C20 13.287 -10.760 -9.747  -0.1752
O9 13.374 -11.278 -11.085  0.0327
C21 14.273 -12.213 -11.358  -0.4155
O10 15.211 -12.560 -10.715  0.1520
C22 14.039 -12.846 -12.725  -0.5311
F13 13.168 -12.133 -13.454  0.1550
F14 15.160 -13.058 -13.381  0.2028
F15 13.454 -14.056 -12.528  0.1309
H23 12.774 -11.454 -7.743  0.0884
H24 13.308 -12.699 -8.727  0.0017
H25 11.651 -11.926 -9.018  0.0737
H26 14.169 -10.320 -9.279  0.1301
H27 12.590 -9.931 -9.792  0.1036
C23 5.297 -8.665 -19.200  -0.0559
C24 5.614 -7.807 -17.983  -0.2023
O11 6.551 -8.443 -17.116  0.0077
C25 6.097 -9.385 -16.294  -0.3952
O12 4.947 -9.638 -16.127  0.1677
C26 7.195 -10.054 -15.414  -0.5904
F16 6.864 -9.828 -14.147  0.1237
F17 7.197 -11.358 -15.613  0.1922
F18 8.376 -9.507 -15.658  0.1622
H28 4.780 -8.150 -20.008  0.0782
H29 4.753 -9.584 -18.983  0.0779
H30 6.259 -8.999 -19.599  0.0825
H31 4.721 -7.523 -17.423  0.1255
H32 6.151 -6.897 -18.248  0.1261
C27 10.639 -14.621 -10.885  -0.0481
C28 10.145 -13.732 -12.000  -0.1787
O13 9.971 -12.401 -11.478  0.0407
C29 9.543 -11.491 -12.321  -0.3853
O14 9.381 -11.662 -13.497  0.1531
C30 9.319 -10.107 -11.666  -0.5390
F19 8.008 -9.880 -11.590  0.1632
F20 9.883 -10.087 -10.460  0.1689
F21 9.850 -9.129 -12.398  0.1567
H33 11.622 -14.407 -10.462  0.0280
H34 10.623 -15.675 -11.167  0.0718
H35 9.899 -14.561 -10.080  0.0876
H36 9.188 -14.062 -12.400  0.1404
H37 10.889 -13.678 -12.794  0.0958

Calculated values
Energy relative to the best compared isomer or geometry (same formula, charge and spin)   0.0000 eV
Frontier orbital gap   10.013 eV
HOMO level   -10.170 eV
Max |F|   2.043 eV/Å